Below is 2 unconnected molecules or ions with the total composition C4H12 in a non-equilibrium geometry, with properties calculated with ωB97M-V/def2-TZVPD.

```
16
Properties=species:S:1:pos:R:3:forces:R:3
C -0.149 -1.715 2.637 -1.7 1.9 0.1
C -0.177 -1.136 1.199 2.1 -0.4 0.2
C -0.107 1.711 -1.320 2.4 -0.5 0.3
C 0.542 1.092 -2.549 -1.9 -0.6 -0.7
H 0.332 -1.774 0.433 -0.3 0.6 0.7
H -0.632 -2.654 2.745 0.2 -1.4 -0.3
H 0.628 2.008 -0.580 0.5 0.5 -0.1
H 0.786 -1.662 3.221 -0.4 0.0 -0.6
H -0.947 -1.120 3.152 1.0 0.0 0.2
H 0.236 -0.124 1.200 0.9 -0.2 0.1
H -1.117 -0.856 0.822 -1.8 -0.6 -0.2
H 1.129 0.191 -2.409 0.2 0.1 0.6
H -0.604 0.989 -0.773 -1.5 -1.7 0.8
H -0.272 0.736 -3.223 0.4 0.3 0.2
H 1.106 1.791 -3.113 0.7 0.7 -0.5
H -0.755 2.524 -1.444 -0.9 1.2 -0.8
```
Forces are in eV/Å.

Values from the calculation:
Spin multiplicity: 1
Calculated total energy, Eh: -159.5601
Highest occupied orbital energy, eV: -11.612
SMILES: CC.CC
Gap between HOMO and LUMO, eV: 12.754
Energy relative to the best compared isomer or geometry (same formula, charge and spin), eV: 0.678